Version A
This record from the OMol25 dataset describes an isolated molecule of C3H3N3S. The level of theory is the ωB97M-V functional and the def2-TZVPD basis.

gap between HOMO and LUMO (alpha / beta)	7.4 / 6.6	eV

XYZ file:
```
10
Properties=species:S:1:pos:R:3:nbo_charge:R:1
S 0.367 -1.777 -1.143 0.17
N -1.465 1.439 1.756 -0.25
N -2.114 3.749 2.050 -0.33
N -0.525 0.623 1.778 -0.08
C -0.240 -0.455 1.200 0.04
C -1.699 2.674 1.940 0.37
C -0.892 -0.911 -0.184 -0.67
H -1.796 -1.485 -0.032 0.26
H -1.171 0.098 -0.594 0.26
H 0.813 -0.920 1.424 0.22
```

Version B
This record from the OMol25 dataset describes an isolated molecule of C3H3N3S. The level of theory is the ωB97M-V functional and the def2-TZVPD basis.

gap between HOMO and LUMO	9.6	eV

XYZ file:
```
10
Properties=species:S:1:pos:R:3:nbo_charge:R:1
S -2.473 0.167 -0.002 0.07
N -0.112 -1.075 -0.001 -0.45
N 1.352 1.264 0.002 -0.15
N 1.975 0.092 -0.001 -0.25
C -0.714 0.094 -0.004 0.07
C 0.029 1.284 -0.002 -0.06
C 1.231 -1.004 0.000 0.22
H -2.608 -1.136 0.020 0.15
H -0.433 2.266 -0.001 0.21
H 1.754 -1.953 -0.011 0.19
```

Version C
This record from the OMol25 dataset describes an isolated molecule of C3H3N3S. The level of theory is the ωB97M-V functional and the def2-TZVPD basis.

gap between HOMO and LUMO (alpha / beta)	7.2 / 7.1	eV

XYZ file:
```
10
Properties=species:S:1:pos:R:3:nbo_charge:R:1
S 1.829 1.598 -0.055 0.72
N 4.135 -1.357 0.246 -0.42
N 2.199 0.035 -0.340 -0.88
N -0.476 0.495 0.435 -0.42
C -0.228 -0.661 -0.086 0.07
C 0.128 1.593 0.259 -0.10
C 3.195 -0.703 0.074 0.39
H -0.492 -1.447 0.484 0.18
H 0.277 -0.752 -0.978 0.21
H -0.363 2.531 0.431 0.24
```

Version D
This record from the OMol25 dataset describes an isolated molecule of C3H3N3S. The level of theory is the ωB97M-V functional and the def2-TZVPD basis.

gap between HOMO and LUMO	7.9	eV

XYZ file:
```
10
Properties=species:S:1:pos:R:3:nbo_charge:R:1
S 0.084 0.522 -2.729 0.09
N 1.680 -0.718 1.389 -0.20
N 1.468 -0.034 0.224 -0.18
N -0.616 -0.283 1.243 -0.43
C 0.085 0.034 0.077 0.12
C -0.615 0.385 -1.078 -0.19
C 0.317 -0.782 1.982 0.15
H -1.647 0.575 -0.854 0.24
H 0.229 -1.399 2.866 0.20
H -0.986 1.700 -3.120 0.18
```

Bottom line: version B, by a margin of 210.0 kJ/mol.

Version A
This record from the OMol25 dataset describes the ion C8H15N2O with charge +1. The level of theory is the ωB97M-V functional and the def2-TZVPD basis.

net charge	+1
gap between HOMO and LUMO (alpha / beta)	7.0 / 8.4	eV

XYZ file:
```
26
Properties=species:S:1:pos:R:3:nbo_charge:R:1
O 2.869 0.472 -1.254 -0.54
N 0.790 0.562 -0.349 -0.53
N -1.528 -0.764 0.778 -0.44
C 0.927 -0.316 0.577 0.31
C 2.106 -0.765 1.423 -0.68
C 1.859 1.112 -1.022 0.66
C -1.542 -0.454 -0.641 0.16
C -0.151 -1.211 0.838 -0.08
C -1.737 -1.478 -1.646 -0.71
C -1.834 0.446 1.722 -0.41
C 1.582 2.530 -1.530 -0.69
H -2.881 0.702 1.593 0.23
H 1.998 3.408 -0.789 0.25
H -1.593 0.683 -0.862 0.27
H -1.694 0.129 2.756 0.25
H 1.849 -1.748 1.828 0.22
H 1.985 2.666 -2.511 0.25
H 2.966 -1.069 0.809 0.28
H -2.155 -1.546 1.056 0.45
H -2.829 -1.375 -2.005 0.26
H 2.437 -0.040 2.097 0.26
H -0.066 -2.252 1.144 0.24
H -1.218 1.367 1.404 0.26
H -1.601 -2.509 -1.398 0.25
H 0.581 2.661 -1.566 0.21
H -1.122 -1.213 -2.452 0.27
```

Version B
This record from the OMol25 dataset describes the ion C8H15N2O with charge +1. The level of theory is the ωB97M-V functional and the def2-TZVPD basis.

net charge	+1
gap between HOMO and LUMO	10.7	eV

XYZ file:
```
26
Properties=species:S:1:pos:R:3:nbo_charge:R:1
O 0.455 -0.095 1.428 -0.26
N -2.172 -0.869 0.863 -0.82
N 0.016 0.212 0.093 -0.08
C -0.991 -2.005 -0.985 -0.62
C 2.042 1.106 0.401 -0.36
C 0.982 0.919 -0.488 0.29
C -2.276 0.092 -1.259 -0.68
C 0.799 1.467 -1.864 -0.66
C -1.435 -0.636 -0.275 0.36
C 2.552 0.248 2.738 -0.68
C 1.698 0.403 1.536 0.43
H 3.241 -0.481 2.534 0.25
H 1.767 1.716 -2.282 0.26
H -2.684 0.982 -0.820 0.24
H 1.922 -0.086 3.645 0.26
H 3.128 1.228 3.004 0.27
H -2.512 0.016 1.328 0.40
H 0.294 2.465 -1.793 0.27
H -0.801 -2.815 -0.296 0.23
H 2.999 1.618 0.070 0.27
H -1.896 -2.256 -1.473 0.23
H -1.769 0.026 -2.237 0.23
H -0.160 -1.910 -1.685 0.23
H -1.946 -1.673 1.567 0.42
H 0.040 0.762 -2.331 0.24
H -3.294 -0.434 -1.420 0.27
```

Bottom line: version B, by a margin of 263.3 kJ/mol.

Version A
This record from the OMol25 dataset describes an isolated molecule of C5H10S. The level of theory is the ωB97M-V functional and the def2-TZVPD basis.

gap between HOMO and LUMO	9.0	eV

XYZ file:
```
16
Properties=species:S:1:pos:R:3:nbo_charge:R:1
S -0.465 1.044 0.924 0.22
C 0.186 0.240 -1.617 -0.67
C -0.065 -2.710 -0.714 -0.65
C 1.064 2.037 0.775 -0.74
C -0.233 -0.255 -0.194 -0.19
C -0.410 -1.549 0.128 -0.19
H -0.737 -1.774 1.165 0.21
H 1.888 1.427 1.066 0.21
H 0.953 2.900 1.491 0.24
H -0.274 1.207 -1.927 0.22
H 1.270 0.431 -1.726 0.22
H -0.232 -0.547 -2.230 0.22
H -0.922 -3.402 -0.927 0.22
H 1.168 2.306 -0.336 0.22
H 0.491 -2.484 -1.623 0.22
H 0.588 -3.342 -0.003 0.23
```

Version B
This record from the OMol25 dataset describes a structure of composition C5H10S. The level of theory is the ωB97M-V functional and the def2-TZVPD basis.

gap between HOMO and LUMO	9.3	eV

XYZ file:
```
16
Properties=species:S:1:pos:R:3:nbo_charge:R:1
S 0.039 1.495 -0.175 0.25
C -1.439 -1.558 -0.464 -0.46
C 1.076 1.999 1.496 -0.78
C -0.153 -1.111 -0.886 -0.26
C 0.464 -0.065 0.156 -0.62
C -0.294 -2.558 -0.461 -0.44
H -2.010 -1.257 0.511 0.21
H -0.440 -3.554 -1.178 0.25
H -0.178 -0.174 1.214 0.24
H 2.062 1.230 1.478 0.21
H 0.443 -2.586 0.599 0.22
H 0.705 1.666 2.580 0.23
H 1.550 -0.011 0.084 0.23
H -2.320 -1.763 -1.030 0.23
H 1.596 3.258 1.543 0.25
H 0.038 -0.960 -2.049 0.23
```

Version C
This record from the OMol25 dataset describes an isolated molecule of C5H10S. The level of theory is the ωB97M-V functional and the def2-TZVPD basis.

gap between HOMO and LUMO	8.6	eV

XYZ file:
```
16
Properties=species:S:1:pos:R:3:nbo_charge:R:1
S 2.831 0.031 -0.007 0.10
C 0.029 0.023 -0.019 -0.12
C 0.049 1.587 0.008 -0.61
C -0.630 -0.517 -1.230 -0.60
C 1.434 -0.697 -0.099 -0.27
C -0.557 -0.535 1.238 -0.60
H 0.527 1.911 -0.933 0.22
H -0.343 -1.497 -1.293 0.20
H 0.574 1.994 0.941 0.22
H -0.666 -1.604 0.933 0.20
H -1.604 -0.068 1.534 0.22
H -0.312 0.077 -2.062 0.22
H -1.696 -0.375 -1.184 0.21
H 0.032 -0.474 2.129 0.22
H 1.317 -1.777 0.031 0.18
H -0.985 1.921 0.012 0.21
```

Version D
This record from the OMol25 dataset describes a cluster of 2 separate species, C5H10S in total. The level of theory is the ωB97M-V functional and the def2-TZVPD basis.

gap between HOMO and LUMO	9.9	eV

XYZ file:
```
16
Properties=species:S:1:pos:R:3:nbo_charge:R:1
S -1.765 0.083 -1.220 -0.06
C 1.849 -0.875 -1.362 -0.71
C 1.368 -1.379 -0.078 0.02
C 0.968 -1.798 0.990 -0.29
C -1.345 1.184 1.321 -0.62
C -0.928 1.285 -0.140 -0.51
H -0.840 1.964 1.915 0.21
H 1.013 -0.457 -1.947 0.25
H 2.314 -1.689 -1.943 0.24
H -1.073 0.197 1.731 0.21
H -1.211 2.269 -0.560 0.22
H 0.167 1.172 -0.253 0.21
H -2.436 1.317 1.420 0.21
H 0.613 -2.170 1.937 0.24
H -1.293 -1.022 -0.606 0.13
H 2.599 -0.081 -1.205 0.24
```

Bottom line: version A, by a margin of 16.9 kJ/mol.